# 1
C37H43Cl5PSi4TeW | ωB97M-V/def2-TZVPD

The geometry in XYZ format:
```
92
Properties=species:S:1:pos:R:3:forces:R:3:mulliken_charge:R:1
W -0.1744 -1.8043 -1.8785 0.60 0.17 -0.56 0.788
C -4.4753 -4.2289 2.4226 0.00 -0.01 -0.02 -0.640
C -3.8542 -3.0873 2.9141 0.02 0.02 -0.02 -0.897
C -2.7619 -2.5570 2.2480 0.01 -0.02 -0.02 -0.117
C -2.2901 -3.1707 1.0870 -0.08 0.08 0.01 0.392
C -2.9241 -4.3054 0.5894 0.00 -0.02 0.04 -0.512
C -4.0139 -4.8366 1.2636 -0.01 0.01 0.00 -0.819
P -0.8435 -2.5276 0.2486 0.24 -0.15 -0.26 0.211
C -0.9775 -0.7549 0.0072 -0.29 0.22 0.62 1.663
C -2.3459 -0.1779 -0.0457 -0.05 -0.04 -0.14 -0.453
C -2.6678 0.9815 0.5195 0.04 0.02 -0.01 -1.265
C -1.6997 1.8000 1.3109 0.06 0.07 0.02 1.282
C -0.2737 1.3783 1.0122 0.17 0.11 -0.11 -0.816
C -0.0043 0.0598 0.6356 -0.07 -0.09 -0.15 -0.896
C 0.6353 -2.9059 1.1861 0.02 -0.05 -0.02 0.205
C 0.7145 -3.2836 2.5023 0.00 0.02 -0.04 -0.348
C 1.9695 -3.5777 3.0674 0.03 0.00 -0.02 -1.107
C 3.0983 -3.5119 2.2956 -0.03 0.00 0.04 -0.801
C 3.0333 -3.1530 0.9286 0.00 0.01 -0.04 0.745
C 4.1844 -3.1527 0.0987 -0.03 0.02 -0.04 -0.791
C 4.0735 -2.8636 -1.2296 -0.01 -0.01 0.05 -1.201
C 2.8205 -2.5244 -1.7848 -0.04 -0.02 -0.05 -0.548
C 1.6534 -2.4609 -1.0398 0.02 0.00 0.01 0.878
C 1.7836 -2.8292 0.3564 -0.06 -0.01 0.01 -0.486
H -5.3286 -4.6422 2.9434 0.00 -0.01 0.00 0.411
H -4.2253 -2.6103 3.8118 0.00 0.00 0.00 0.488
H -2.2794 -1.6582 2.6152 -0.02 -0.02 0.01 0.540
H -2.5644 -4.7770 -0.3176 0.01 -0.01 0.00 0.375
H -4.5043 -5.7219 0.8823 -0.01 0.00 0.00 0.425
H -3.0953 -0.7312 -0.6006 0.00 -0.03 0.03 0.592
H -3.6844 1.3440 0.4354 -0.04 0.03 -0.01 0.540
H -1.8059 2.8565 1.0551 -0.11 0.05 -0.06 -0.401
H 0.4930 1.8307 1.6436 0.02 0.04 -0.13 0.364
H 1.0086 -0.3223 0.7427 -0.02 0.01 0.04 0.297
H -0.1823 -3.3714 3.1033 -0.02 0.00 0.01 0.551
H 2.0345 -3.8707 4.1062 0.00 0.00 0.00 0.462
H 4.0638 -3.7573 2.7210 0.00 -0.01 0.01 0.433
H 5.1447 -3.4031 0.5334 0.00 -0.01 0.00 0.430
H 4.9472 -2.8797 -1.8678 0.01 0.00 0.00 0.441
H 2.7976 -2.2849 -2.8376 0.00 -0.08 0.16 0.246
Cl 2.7487 -0.5074 -4.5144 -0.09 0.14 -0.08 -0.146
C 1.5511 -1.6942 -4.9175 0.06 -0.12 0.05 1.059
C 0.5993 -2.0887 -3.9752 -0.22 -0.10 0.12 -1.350
C -0.2329 -3.0862 -4.4321 0.01 0.08 -0.01 1.200
Cl -1.4293 -3.4905 -3.1562 -0.12 0.02 0.09 -0.279
C -0.2253 -3.7388 -5.6434 -0.01 -0.01 0.01 -0.695
Cl -1.3437 -4.9857 -5.9962 0.00 0.00 0.01 -0.189
C 0.7322 -3.3013 -6.5556 0.03 0.00 -0.01 0.866
Cl 0.8137 -4.0261 -8.1048 -0.01 0.01 0.00 -0.169
C 1.6151 -2.2787 -6.1897 0.01 -0.01 0.00 -0.339
Cl 2.7963 -1.7669 -7.3241 -0.01 0.02 0.01 -0.171
C 3.4849 3.4730 -1.7423 -0.04 0.00 -0.02 -1.115
Si 2.7920 2.2659 -0.4937 0.02 -0.16 0.02 0.310
C 3.0442 2.8889 1.2609 -0.06 0.06 0.02 -1.199
C 3.5931 0.5869 -0.6930 -0.01 0.04 -0.01 -0.342
Si 0.4642 2.1374 -0.8543 -0.29 0.14 0.37 -0.074
Te -0.2572 0.7490 -2.7829 0.15 -0.32 0.12 -0.332
Si -0.6039 4.2254 -1.2052 0.07 0.04 -0.07 0.821
C -0.1779 5.4377 0.1592 0.07 -0.03 -0.03 -0.965
C 0.0937 4.7992 -2.8499 -0.02 0.02 0.04 -1.096
C -2.4548 4.0319 -1.4053 -0.02 -0.04 0.01 -1.061
Si -2.0799 1.7643 3.2053 0.04 0.00 -0.06 0.257
C -3.7982 1.0893 3.4898 0.00 -0.02 -0.04 -1.151
C -0.7977 0.6870 4.0463 -0.04 -0.05 0.00 -0.806
C -1.9619 3.5259 3.8106 0.12 -0.03 0.09 -1.227
H 4.5713 3.5380 -1.6516 0.01 -0.03 0.02 0.443
H 3.0820 4.4766 -1.5974 0.00 0.01 0.00 0.274
H 3.2515 3.1568 -2.7619 0.01 0.02 0.01 0.365
H 4.1086 3.0650 1.4338 0.01 0.02 0.00 0.449
H 2.7184 2.1587 2.0074 0.01 0.02 -0.04 0.335
H 2.5186 3.8301 1.4493 0.03 -0.06 -0.01 0.302
H 4.6803 0.6962 -0.6585 0.01 0.00 0.01 0.581
H 3.3301 0.1461 -1.6563 0.01 0.01 0.01 -0.218
H 3.3105 -0.1232 0.0904 -0.02 0.04 -0.04 0.063
H 0.9035 5.5725 0.2488 -0.04 -0.01 0.00 0.275
H -0.5606 5.1171 1.1292 -0.01 -0.02 0.05 0.207
H -0.6146 6.4149 -0.0599 -0.01 0.00 -0.01 0.425
H 1.1724 4.9491 -2.8223 0.02 0.00 0.00 0.282
H -0.3691 5.7531 -3.1163 0.00 0.01 -0.01 0.420
H -0.1284 4.0911 -3.6503 -0.01 -0.02 0.00 0.298
H -2.9947 3.9143 -0.4650 0.03 -0.01 0.00 0.232
H -2.6900 3.1780 -2.0445 -0.01 -0.01 0.01 0.318
H -2.8413 4.9293 -1.8951 -0.01 0.00 -0.01 0.478
H -3.9616 0.1379 2.9779 0.03 0.01 0.02 0.305
H -4.5602 1.7860 3.1344 0.00 0.01 0.00 0.371
H -3.9664 0.9358 4.5578 -0.01 0.01 0.01 0.373
H -0.7487 -0.3137 3.6054 0.03 0.02 0.01 0.089
H -1.0449 0.5681 5.1033 0.01 -0.01 0.01 0.532
H 0.2022 1.1225 3.9932 0.00 0.00 0.00 0.310
H -2.6870 4.1653 3.3056 -0.04 0.02 -0.03 0.338
H -0.9660 3.9460 3.6389 -0.04 -0.02 0.01 0.316
H -2.1613 3.5844 4.8827 0.01 0.02 0.00 0.368
```
Forces are in eV/Å.

Output
net charge = +1
E_HOMO (alpha / beta) = -10.14 / -10.14 eV
frontier orbital gap (alpha / beta) = 6.339 / 6.316 eV
LUMO level (alpha / beta) = -3.8 / -3.8 eV



# 2
C4H10N3O | ωB97M-V/def2-TZVPD

The geometry in XYZ format:
```
18
Properties=species:S:1:pos:R:3:forces:R:3:nbo_charge:R:1
C -1.3915 -0.6747 0.6654 1.48 0.75 -1.09 0.691
C 0.8600 -0.9134 1.2740 1.86 -1.87 -0.34 -0.131
C 1.6274 0.7243 -0.0578 -1.44 0.26 1.50 -0.043
C -2.2840 0.1491 -0.2173 -1.25 -0.73 2.24 -0.775
N 1.2841 0.4377 1.2817 0.84 0.59 0.38 -0.608
N -0.0561 -0.9888 0.1718 -1.40 -0.84 -0.35 -0.306
N 0.4377 -0.1645 -0.8580 -0.26 1.38 1.55 -0.423
O -1.5771 -0.9752 1.7910 -1.48 -0.39 0.93 -0.501
H 1.5768 -1.7533 1.2006 1.01 1.11 -0.90 0.221
H 0.4298 -1.3421 2.1173 -1.37 0.50 1.77 0.286
H 1.5444 1.7677 -0.3743 0.31 -0.33 0.08 0.246
H 2.5348 0.1809 -0.2916 0.10 0.18 -0.59 0.220
H -3.1907 0.2307 0.4285 0.39 0.08 -0.91 0.301
H -2.5140 -0.3222 -1.1398 -0.22 -0.25 -0.96 0.262
H -1.9044 1.1475 -0.3044 0.26 0.74 -0.30 0.235
H 0.7592 1.0699 1.9041 0.36 -0.30 -0.97 0.425
H -0.4182 0.4113 -1.1083 1.78 -0.69 -1.02 0.457
H 1.0212 -0.6831 -1.5025 -0.96 -0.19 -1.02 0.442
```
Forces are in eV/Å.

Output
net charge = +1
E_HOMO = -14.81 eV
frontier orbital gap = 11.457 eV
LUMO level = -3.3 eV
SMILES string = CC(=O)N1CNC[NH2+]1



# 3
CH2N4 | ωB97M-V/def2-TZVPD

The geometry in XYZ format:
```
7
Properties=species:S:1:pos:R:3:forces:R:3:nbo_charge:R:1
C -0.2836 -0.1457 0.5274 -0.55 -0.35 1.22 -0.190
N -0.4226 0.0367 -1.7966 0.56 0.13 0.52 -0.012
N 1.6597 0.6072 -0.5337 -0.71 -0.20 -0.24 -0.013
N -0.8893 -0.2197 -0.7677 -1.11 -0.23 -1.49 -0.133
N 1.0732 0.3245 0.4241 1.70 0.55 0.27 -0.134
H -0.8573 0.5369 1.1604 0.11 -0.07 -0.14 0.240
H -0.2800 -1.1399 0.9860 0.00 0.18 -0.13 0.240
```
Forces are in eV/Å.

Output
E_HOMO (alpha / beta) = -8.26 / -8.26 eV
frontier orbital gap (alpha / beta) = 8.895 / 8.891 eV
LUMO level (alpha / beta) = 0.6 / 0.6 eV



# 4
C5H12O2 | ωB97M-V/def2-TZVPD

The geometry in XYZ format:
```
19
Properties=species:S:1:pos:R:3:forces:R:3:nbo_charge:R:1
C 2.6450 -0.3858 0.4435 -0.22 0.32 1.23 -0.661
C 1.6063 -0.2951 -0.6281 -2.08 0.29 0.97 -0.402
C 0.1762 -0.2334 0.2412 2.70 -0.63 -3.63 0.055
O 0.3813 0.2241 1.5623 -4.49 -0.40 -0.65 -0.724
C -0.7939 0.6340 -0.5791 -0.03 -0.19 -0.21 -0.464
C -2.2529 0.2258 -0.5175 0.21 -0.14 -0.33 -0.063
O -2.7263 0.5197 0.7893 -0.16 -0.22 0.24 -0.736
H 3.4802 0.3140 0.3912 0.10 -0.30 -0.41 0.210
H 2.0053 -0.0187 1.2945 2.03 -0.60 -0.13 0.261
H 2.9730 -1.4068 0.6638 0.09 0.25 -0.06 0.205
H 1.4761 -1.1515 -1.3056 0.34 0.32 0.10 0.201
H 1.6796 0.6365 -1.2064 -0.01 -0.30 0.09 0.197
H -0.1333 -1.2894 0.3253 -0.27 0.17 -0.37 0.155
H -0.6504 0.0448 1.5046 1.78 1.37 2.97 0.513
H -0.4523 0.5412 -1.6130 -0.24 0.12 -0.08 0.219
H -0.6930 1.6921 -0.2900 0.09 -0.32 -0.01 0.230
H -2.3256 -0.8537 -0.7219 -0.05 0.15 0.02 0.159
H -2.8386 0.7524 -1.2867 0.09 -0.02 0.22 0.167
H -3.5568 0.0498 0.9328 0.14 0.14 0.04 0.477
```
Forces are in eV/Å.

Output
E_HOMO = -10.05 eV
frontier orbital gap = 10.763 eV
LUMO level = 0.7 eV
SMILES string = CC[C@@H](O)CCO